C55H51N9O22PS | ωB97M-V/def2-TZVPD

Atoms and positions in Å:
O -6.6727 1.2622 2.9274
P -5.5232 0.3679 2.9903
O -5.4522 -0.8401 1.9786
O -5.2791 -0.3094 4.3851
C -4.0571 1.4109 2.6340
S -4.4394 2.9807 3.3807
O -3.0902 3.8083 3.3809
H -5.1878 -0.6309 1.0719
H -4.6075 -1.0059 4.4063
H -3.8928 1.4908 1.5602
H -3.1333 1.0530 3.0923
H -5.1342 3.5290 2.3611
H -2.4744 3.5727 2.6438
C -11.2945 -1.9185 2.9252
C -11.5705 -3.2714 2.7768
C -10.5409 -4.1763 2.5711
C -9.2485 -3.6914 2.5129
C -8.9491 -2.3493 2.6531
C -9.9856 -1.4556 2.8632
N -8.1386 -4.6397 2.3155
O -8.4034 -5.8177 2.2286
O -7.0073 -4.1850 2.2651
H -12.1037 -1.2195 3.0911
H -12.5908 -3.6261 2.8245
H -10.7313 -5.2328 2.4556
H -7.9230 -2.0193 2.6020
H -9.7731 -0.4012 2.9780
C 1.0545 4.0515 -2.1606
C 0.8580 5.3777 -1.8042
C 0.3679 5.6954 -0.5485
C 0.0826 4.6579 0.3222
C 0.2708 3.3258 -0.0108
C 0.7625 3.0275 -1.2680
N -0.4256 4.9920 1.6535
O -0.5759 6.1486 1.9478
O -0.6800 4.0632 2.4327
H 1.4510 3.8121 -3.1385
H 1.0965 6.1693 -2.5005
H 0.2125 6.7205 -0.2479
H 0.0546 2.5468 0.7043
H 0.9351 1.9981 -1.5480
C -6.8589 -4.6119 5.4436
C -6.7527 -3.2282 5.4770
C -7.1370 -2.5212 6.6037
C -7.6200 -3.2327 7.6861
C -7.7409 -4.6098 7.6795
C -7.3581 -5.3023 6.5395
N -8.0188 -2.4857 8.8976
O -7.9188 -1.2750 8.8662
O -8.4164 -3.1254 9.8463
H -6.5561 -5.1482 4.5541
H -6.3761 -2.7025 4.6095
H -7.0703 -1.4445 6.6514
H -8.1298 -5.1212 8.5473
H -7.4516 -6.3790 6.5084
C 6.8922 2.1277 -5.2159
C 6.8135 3.4908 -4.9543
C 5.9988 3.9497 -3.9312
C 5.2818 3.0267 -3.1909
C 5.3467 1.6665 -3.4322
C 6.1610 1.2211 -4.4597
N 4.4163 3.5064 -2.1028
O 4.3403 4.7050 -1.9144
O 3.8074 2.6770 -1.4505
H 7.5336 1.7710 -6.0107
H 7.3871 4.1939 -5.5413
H 5.9170 5.0024 -3.7058
H 4.7729 0.9787 -2.8290
H 6.2289 0.1606 -4.6647
C 3.8826 -3.0842 0.0129
C 4.6704 -2.0799 0.5604
C 5.7703 -1.6011 -0.1334
C 6.0538 -2.1495 -1.3709
C 5.2898 -3.1540 -1.9376
C 4.1926 -3.6192 -1.2306
N 7.2127 -1.6307 -2.1187
O 7.8769 -0.7577 -1.5969
O 7.4355 -2.0940 -3.2205
H 3.0236 -3.4606 0.5521
H 4.4312 -1.6664 1.5308
H 6.3983 -0.8216 0.2709
H 5.5509 -3.5558 -2.9053
H 3.5749 -4.4040 -1.6439
C 5.0449 -9.8381 -1.5765
C 5.3614 -8.7077 -0.8340
C 4.3811 -7.7757 -0.5338
C 3.0958 -8.0060 -0.9899
C 2.7549 -9.1210 -1.7333
C 3.7470 -10.0427 -2.0263
N 2.0443 -7.0244 -0.6676
O 2.3703 -6.0387 -0.0297
O 0.9179 -7.2462 -1.0553
H 5.8138 -10.5642 -1.8046
H 6.3729 -8.5513 -0.4852
H 4.6031 -6.8897 0.0421
H 1.7388 -9.2591 -2.0705
H 3.5042 -10.9229 -2.6055
C 6.3546 10.3761 -5.3091
C 7.0651 10.5040 -6.4953
C 7.7644 9.4234 -7.0089
C 7.7291 8.2293 -6.3136
C 7.0331 8.0772 -5.1292
C 6.3410 9.1667 -4.6261
N 8.4638 7.0729 -6.8610
O 9.0974 7.2365 -7.8789
O 8.3907 6.0178 -6.2564
H 5.8106 11.2238 -4.9142
H 7.0767 11.4472 -7.0239
H 8.3259 9.4993 -7.9277
H 7.0424 7.1283 -4.6147
H 5.7927 9.0703 -3.6989
C -14.1723 3.6780 4.7999
C -15.1544 3.0037 4.0866
C -14.8311 2.3384 2.9145
C -13.5173 2.3655 2.4851
C -12.5215 3.0323 3.1745
C -12.8605 3.6941 4.3438
N -13.1644 1.6446 1.2457
O -14.0562 1.0784 0.6510
O -11.9991 1.6537 0.8974
H -14.4304 4.1932 5.7155
H -16.1754 2.9939 4.4422
H -15.5773 1.8087 2.3419
H -11.5094 3.0297 2.7990
H -12.0986 4.2226 4.9002
C 10.8618 -1.6854 -2.7475
C 11.1007 -2.9969 -3.1383
C 12.3922 -3.4274 -3.3966
C 13.4263 -2.5213 -3.2543
C 13.2186 -1.2094 -2.8719
C 11.9205 -0.7953 -2.6184
N 14.8075 -2.9750 -3.5152
O 14.9639 -4.1259 -3.8684
O 15.7027 -2.1708 -3.3579
H 9.8512 -1.3593 -2.5445
H 10.2751 -3.6881 -3.2449
H 12.6015 -4.4413 -3.7027
H 14.0567 -0.5356 -2.7767
H 11.7352 0.2269 -2.3168

* multiplicity: 1
* charge: +1
* HOMO energy: -10.80 eV
* LUMO: -3.68 eV



C38H58BiCl3N7O4P2Si2Te | ωB97M-V/def2-TZVPD

Atoms and positions in Å:
Bi -0.3725 0.8062 -0.1440
C 4.4000 0.5514 3.6466
N 4.6835 0.6069 2.2052
C 5.7507 -0.2908 1.7576
P 3.4175 1.0519 1.2741
O 2.0846 0.4974 1.6082
O 3.9428 0.5510 -0.1686
P 3.1423 0.1186 -1.4949
O 1.7937 0.7429 -1.5616
N 4.0610 0.5693 -2.7598
C 3.7991 1.8690 -3.3925
C 5.4660 0.1521 -2.8109
N 3.2455 -1.5201 -1.4322
C 2.7422 -2.2219 -2.6303
C 2.8667 -2.1921 -0.1806
N 3.3930 2.6889 1.2475
C 4.6221 3.4099 0.9026
C 2.1755 3.3476 0.7687
H 5.3429 0.5902 4.1894
H 3.8703 -0.3634 3.9221
H 3.7993 1.4057 3.9518
H 6.6440 -0.0841 2.3467
H 5.9863 -0.1229 0.7116
H 5.4894 -1.3454 1.8956
H 2.7494 2.1315 -3.2956
H 4.0454 1.8080 -4.4523
H 4.4101 2.6582 -2.9430
H 5.5933 -0.8167 -2.3343
H 6.1109 0.8832 -2.3129
H 5.7773 0.0704 -3.8519
H 3.1402 -1.7583 -3.5294
H 1.6513 -2.2187 -2.6881
H 3.0887 -3.2539 -2.5938
H 3.3973 -1.7662 0.6666
H 3.1446 -3.2424 -0.2604
H 1.7908 -2.1379 0.0294
H 5.4880 2.9078 1.3280
H 4.5708 4.4163 1.3179
H 4.7511 3.4897 -0.1832
H 1.3018 2.8671 1.2063
H 2.0900 3.3256 -0.3245
H 2.1863 4.3871 1.0959
N -5.3415 0.4682 -9.3851
C -4.7560 0.5089 -8.3970
C -4.0186 0.5598 -7.1526
C -2.6795 0.9414 -7.1570
C -1.9794 1.0014 -5.9636
C -2.6096 0.6698 -4.7698
C -3.9437 0.2812 -4.7687
C -4.6517 0.2316 -5.9570
C -1.8717 0.7372 -3.4762
C -1.6197 2.0077 -2.9731
C -1.9667 3.2430 -3.5800
C -1.5108 4.2499 -2.7606
C -0.9071 3.6141 -1.6587
N -0.9684 2.2890 -1.7699
C -1.5159 -0.4989 -2.9123
C -1.7046 -1.7625 -3.5094
C -1.2117 -2.7188 -2.6383
C -0.7405 -2.0216 -1.5231
N -0.9057 -0.7016 -1.6760
H -2.1954 1.1894 -8.0920
H -0.9376 1.3020 -5.9578
H -4.4297 0.0289 -3.8317
H -5.6935 -0.0601 -5.9634
H -2.4949 3.3522 -4.5145
H -1.6041 5.3149 -2.9061
H -0.4543 4.0830 -0.7946
H -2.1471 -1.9295 -4.4802
H -1.2036 -3.7902 -2.7678
H -0.3145 -2.4250 -0.6129
Cl -6.6270 4.4157 2.1470
C -5.4016 3.3559 1.5263
C -4.0771 3.5882 1.8325
C -3.1172 2.7272 1.3293
Cl -1.4396 3.0422 1.7358
C -3.4156 1.6205 0.5239
O -2.5450 0.7553 0.0404
C -4.7824 1.4405 0.2401
Cl -5.2347 0.0923 -0.7566
C -5.7611 2.2823 0.7274
H -3.7926 4.4279 2.4523
H -6.7998 2.1026 0.4842
C -1.3993 -0.9235 6.0721
Si 0.2395 -0.5704 5.2698
C 0.3892 1.2603 4.9376
C 1.6066 -1.1659 6.3871
C 0.3720 -1.4757 3.6261
Te -1.1926 -0.8689 2.2993
C -2.5851 -2.3609 2.8897
Si -2.5386 -3.9541 1.9037
C -3.3080 -3.6169 0.2527
C -3.5362 -5.2151 2.8273
C -0.7782 -4.5375 1.7380
H -1.4988 -0.3262 6.9844
H -1.4951 -1.9775 6.3554
H -2.2345 -0.6604 5.4160
H 1.0123 1.7466 5.6955
H -0.5963 1.7377 4.9596
H 0.8311 1.4488 3.9528
H 1.7162 -0.4879 7.2408
H 2.5722 -1.2144 5.8726
H 1.3888 -2.1641 6.7812
H 0.3136 -2.5644 3.7133
H 1.3023 -1.2131 3.1121
H -3.5689 -1.8899 2.8124
H -2.3604 -2.4929 3.9511
H -4.3837 -3.4490 0.3701
H -3.1734 -4.4645 -0.4271
H -2.8875 -2.7262 -0.2230
H -4.5713 -4.8837 2.9557
H -3.1174 -5.4110 3.8195
H -3.5546 -6.1624 2.2782
H -0.1256 -3.7548 1.3339
H -0.7229 -5.4039 1.0714
H -0.3774 -4.8428 2.7104

* multiplicity: 1
* charge: +1
* HOMO energy: -10.17 eV
* LUMO: -3.49 eV



C27H30N2O4 | ωB97M-V/def2-TZVPD

Atoms and positions in Å:
C -0.5416 -1.5132 2.5786
C -0.4907 -0.0916 2.0256
C 0.7575 0.6018 2.6253
C 0.7666 2.0777 2.9350
O 1.8053 -0.0671 2.7901
C -1.7660 0.7222 2.2353
C -2.9618 0.1768 3.0098
O -1.9293 1.8184 1.6440
H -1.5509 -1.9501 2.5426
H 0.1464 -2.2360 2.0431
H -0.2198 -1.4844 3.6608
H -0.2313 2.5021 2.9895
H 1.2657 2.1607 3.9151
H 1.3695 2.6289 2.1913
H -2.7983 -0.7866 3.5099
H -3.2221 0.9096 3.7944
H -3.8308 0.0944 2.3191
C 5.8024 3.3533 1.0038
O 4.8476 2.2765 0.8772
C 3.7025 2.4963 0.1648
C 2.7414 1.4546 0.1891
C 1.4901 1.6823 -0.3559
C 1.2705 2.8720 -1.0987
C 2.2013 3.9028 -1.1547
C 3.4354 3.7179 -0.5262
N -0.0276 2.8476 -1.6027
C -0.6355 3.8804 -2.4376
C -0.6244 1.6725 -1.2416
C 0.2576 0.9178 -0.4340
C 0.0033 -0.3307 0.2324
C -1.0769 -1.1240 -0.3109
C -2.3890 -0.6398 -0.3318
N -3.2155 -1.5953 -0.8567
C -4.6460 -1.4409 -1.0429
C -2.4617 -2.7150 -1.2047
C -1.0964 -2.4677 -0.8827
C -0.1311 -3.3865 -1.3097
C -0.5555 -4.5633 -1.9878
O 0.2988 -5.5083 -2.4881
C 1.7211 -5.2971 -2.3607
C -1.9360 -4.8164 -2.2200
C -2.8852 -3.8840 -1.8321
H 6.5998 2.9593 1.6341
H 6.2064 3.6246 0.0176
H 5.3410 4.2269 1.4795
H 2.9904 0.5280 0.6848
H 1.9371 4.8229 -1.6711
H 4.1924 4.5028 -0.5658
H 0.0046 4.7629 -2.4292
H -0.7446 3.5338 -3.4717
H -1.6279 4.1585 -2.0690
H -1.6059 1.3934 -1.6311
H 0.8600 -0.8112 0.6925
H -2.7525 0.3702 -0.1128
H -5.0491 -2.3657 -1.4587
H -5.1420 -1.2268 -0.0855
H -4.8571 -0.6046 -1.7223
H 0.9340 -3.1956 -1.1410
H 2.1906 -6.1825 -2.7859
H 2.0222 -4.4013 -2.9247
H 1.9924 -5.1915 -1.3038
H -2.2125 -5.7290 -2.7312
H -3.9388 -4.0436 -2.0021

* multiplicity: 1
* charge: 0
* HOMO energy: -7.20 eV
* LUMO: 0.37 eV
* SMILES: COc1ccc2c(c1)c(C(c1cn(C)c3ccc(OC)cc13)C(C)(C(C)=O)C(C)=O)cn2C



C20H14AuNOPS | ωB97M-V/def2-TZVPD

Atoms and positions in Å:
Au 2.4810 -2.0044 -1.0308
O 0.8272 -4.3246 -0.7737
C 0.8022 -3.1133 -0.9071
C -0.5994 -2.4809 -1.0163
C -1.6800 -3.3528 -1.1441
C -2.9786 -2.8880 -1.2744
C -3.2074 -1.5188 -1.2838
C -2.1432 -0.6384 -1.1476
C -0.8269 -1.0947 -1.0081
P 0.5895 0.0880 -0.7813
C 0.8876 -0.0603 1.0344
C 2.1578 0.2756 1.5082
C 2.4611 0.1749 2.8604
C 1.4990 -0.2720 3.7569
C 0.2319 -0.6082 3.2972
C -0.0714 -0.5025 1.9442
C -0.3302 1.6991 -0.7996
C -0.7714 2.3999 0.3199
C -1.4179 3.6254 0.1845
C -1.6377 4.1680 -1.0737
C -1.1916 3.4858 -2.2009
C -0.5325 2.2720 -2.0593
H -1.4583 -4.4125 -1.1375
H -3.8055 -3.5846 -1.3658
H -4.2138 -1.1277 -1.3879
H -2.3516 0.4234 -1.1463
H 2.9190 0.5956 0.8033
H 3.4563 0.4267 3.2081
H 1.7401 -0.3708 4.8091
H -0.5218 -0.9617 3.9919
H -1.0605 -0.7770 1.5952
H -0.6110 1.9882 1.3094
H -1.7555 4.1551 1.0684
H -2.1459 5.1194 -1.1762
H -1.3445 3.9076 -3.1877
H -0.1651 1.7497 -2.9372
S 7.0421 -0.5630 -0.8891
C 5.4405 -0.8608 -0.9562
N 4.2867 -1.0375 -1.0064

* multiplicity: 1
* charge: -1
* HOMO energy: -4.35 eV
* LUMO: 2.73 eV



C6H9N2O2 | ωB97M-V/def2-TZVPD

Atoms and positions in Å:
C -1.9802 1.8034 -1.8986
C -2.0182 -0.6655 0.7575
C -0.4722 0.2612 -0.5451
C -1.7196 0.7725 -0.9023
N -0.6333 -0.6997 0.4869
N -2.6673 0.1987 -0.1041
H 0.2255 -1.1795 0.9626
H -2.4728 -1.2428 1.4810
H 0.4498 0.5061 -0.9820
H -1.8629 2.6888 -1.4067
H -3.1296 1.6223 -2.1703
H -1.4627 1.7773 -2.8642
C 2.5724 -0.3511 1.4991
C 2.4651 -1.4906 0.3433
O 1.4379 -2.1338 0.3301
O 3.4522 -1.6329 -0.3113
H 2.5267 -0.8299 2.4494
H 1.7683 0.3620 1.4417
H 3.5207 0.2336 1.4331

* multiplicity: 1
* charge: -1
* HOMO energy: -4.63 eV
* LUMO: 3.73 eV



C16H19N2O5S2Se2TcTe2 | ωB97M-V/def2-TZVPD

Atoms and positions in Å:
Tc 0.3509 -0.0067 1.4147
O 1.3141 0.4199 3.3107
S 0.2123 1.4679 3.3497
O 0.0667 2.1776 4.5748
O -0.9976 0.6199 2.9286
O 0.4563 2.2769 2.1093
Se -1.1663 0.2278 -0.5107
Te -3.4174 3.0982 -2.0040
Te -1.9868 2.5086 0.1799
Se -0.5331 4.1277 -0.9645
C 4.5628 2.0147 -1.6268
C 4.9646 0.7058 -1.3817
C 4.1087 -0.1867 -0.7608
C 2.8390 0.2383 -0.3797
C 2.4390 1.5491 -0.5995
C 3.3006 2.4324 -1.2327
N 1.9156 -0.6508 0.2547
N 2.1528 -1.8890 0.0945
C 1.2092 -2.6606 0.7270
C 1.2764 -4.0598 0.6452
C 0.3111 -4.8049 1.2742
C -0.7187 -4.1616 1.9833
C -0.7865 -2.7876 2.0624
C 0.1844 -1.9957 1.4274
H 5.2373 2.7069 -2.1148
H 5.9540 0.3788 -1.6765
H 4.4032 -1.2078 -0.5673
H 1.4573 1.8927 -0.2941
H 2.9703 3.4478 -1.4106
H 2.0803 -4.5177 0.0835
H 0.3366 -5.8857 1.2237
H -1.4740 -4.7615 2.4772
H -1.5852 -2.3103 2.6169
C 0.2811 1.5811 -3.7549
C -0.0607 0.1365 -4.0767
S 1.0265 -1.0764 -3.2897
O 0.7456 -2.3723 -3.9812
C 2.6154 -0.4953 -3.9403
C 2.6813 -0.4760 -5.4566
H -0.5334 2.2353 -4.0672
H 1.1946 1.9077 -4.2547
H 0.4020 1.7305 -2.6820
H -0.0473 -0.0893 -5.1446
H -1.0476 -0.1218 -3.6894
H 3.3267 -1.2089 -3.5210
H 2.8197 0.4733 -3.4793
H 2.2628 -1.4004 -5.8572
H 3.7165 -0.3930 -5.7909
H 2.1274 0.3655 -5.8738

* multiplicity: 4
* charge: -1
* HOMO energy (spin up / spin down): -5.09 / -5.20 eV
* LUMO (spin up / spin down): 1.59 / 0.89 eV